H58O29 | ωB97M-V/def2-TZVPD

Cartesian coordinates (Å):
O -12.45323 -6.86019 8.04328
H -11.87199 -6.12585 8.24110
H -13.32711 -6.47134 8.00625
O -18.94829 -3.78945 11.98086
H -18.57669 -3.58363 12.83864
H -18.24275 -4.23835 11.51511
O -22.43047 -5.25153 8.70760
H -22.96749 -4.62396 9.19132
H -21.77757 -4.71362 8.25970
O -18.89069 -8.48204 10.65316
H -18.21248 -9.15746 10.66190
H -19.10684 -8.37097 9.72732
O -19.67023 -7.97249 7.80478
H -19.47281 -8.89787 7.66011
H -18.90119 -7.50845 7.47389
O -16.43944 -1.44557 4.66911
H -17.11232 -0.76484 4.67718
H -16.86192 -2.20540 5.06963
O -19.69899 -3.77248 7.84632
H -19.40071 -3.65236 6.94473
H -19.76453 -2.88454 8.19772
O -14.52459 -6.01788 4.88532
H -14.40628 -6.86734 4.46029
H -14.98661 -6.21901 5.69915
O -15.10644 -2.27757 10.82277
H -15.00523 -2.75251 9.99789
H -14.92769 -1.36458 10.59751
O -13.72492 -8.40782 3.77756
H -14.11271 -8.92051 3.06833
H -12.97697 -7.96735 3.37409
O -16.10097 -10.09268 5.98471
H -15.55809 -9.31225 6.09626
H -15.93791 -10.61291 6.77148
O -20.12665 -4.56442 3.06756
H -20.19393 -3.63262 2.85912
H -20.94168 -4.76708 3.52677
O -17.53652 -8.87203 3.39336
H -17.22783 -8.22032 4.02282
H -17.96281 -9.54055 3.92964
O -21.91486 -7.83890 9.57452
H -21.27375 -8.01290 8.88538
H -22.11229 -6.90623 9.48870
O -14.54687 -4.51256 2.63472
H -15.08814 -4.94153 1.97197
H -14.74918 -4.97676 3.44701
O -14.00563 -1.42848 5.88131
H -14.62813 -1.08612 5.23983
H -14.49104 -2.10945 6.34703
O -17.20646 -5.69429 11.20896
H -17.48112 -6.48276 11.67704
H -16.40388 -5.41936 11.65227
O -12.36709 -4.41844 4.97821
H -11.86398 -4.72762 4.22487
H -13.21010 -4.86566 4.90370
O -18.62714 -10.51708 8.45541
H -17.93974 -11.18259 8.42715
H -19.40441 -10.98753 8.75668
O -15.72654 -2.61009 8.16935
H -16.47150 -3.19290 8.31623
H -16.11758 -1.74290 8.06304
O -17.02648 -5.41939 1.45342
H -17.44420 -4.58201 1.65474
H -17.43660 -5.70177 0.63592
O -17.48107 -4.68969 8.74995
H -18.34863 -4.35120 8.52864
H -17.60459 -5.13784 9.58670
O -14.90858 -5.23211 7.82577
H -15.75060 -5.05999 8.24722
H -14.42430 -4.41108 7.91295
O -18.77777 -10.77578 4.83777
H -19.05648 -11.65459 5.09519
H -18.18311 -10.49880 5.53483
O -17.24679 -6.56895 6.50804
H -17.47665 -5.96872 7.21734
H -17.64862 -6.18475 5.72884
O -12.81601 -8.97821 6.32740
H -12.57706 -8.25095 6.90206
H -12.95787 -8.57189 5.47242
O -21.96144 -3.88199 5.08911
H -21.92137 -3.06203 5.58136
H -22.64737 -3.73734 4.43734
O -18.51939 -3.56315 5.35488
H -18.16040 -4.35480 4.95405
H -19.17602 -3.25461 4.73048
O -17.95234 -5.86362 3.88093
H -17.41303 -6.05113 3.11267
H -18.79509 -5.58728 3.52089

Properties
Orbital gap: 0.3226 Ha
Lowest unoccupied orbital energy: -0.94 eV
HOMO energy: -9.72 eV
Energy above the lowest of the compared OMol25 structures with the same formula, charge and spin: 88.7 kcal per mole

---

C32H33As2BF4N2O2PtS5 | ωB97M-V/def2-TZVPD

Cartesian coordinates (Å):
Pt -0.45020 -0.34852 -1.45149
C -1.01468 1.57585 1.96843
C -0.77183 0.40359 2.91304
As -0.20761 -1.32619 2.08462
C -0.00628 -2.43802 3.66821
C 1.14174 -3.20885 3.83833
C 1.35493 -3.86080 5.03831
C 0.40655 -3.79106 6.04704
C -0.77275 -3.08735 5.84858
C -0.99133 -2.42895 4.65304
C 1.66650 -1.07811 1.56661
C 2.32190 -2.11725 0.91527
C 3.68220 -2.02494 0.66120
C 4.38000 -0.87964 1.01475
C 3.72306 0.16898 1.63870
C 2.37016 0.07055 1.92040
As 0.10227 1.61108 0.30942
C -1.10408 1.86232 -1.22339
C -0.41694 1.87993 -2.46617
C -1.09511 2.17915 -3.64812
C -2.45791 2.40437 -3.62078
C -3.14267 2.37762 -2.40807
C -2.47954 2.11582 -1.22351
C 0.80068 3.46762 0.38316
C 1.71359 3.80535 1.37824
C 2.14278 5.11400 1.51670
C 1.67641 6.08752 0.64754
C 0.78443 5.74974 -0.35604
C 0.35366 4.44204 -0.50098
H -0.84569 2.52123 2.49852
H -2.04879 1.55537 1.61956
H -1.69292 0.17868 3.45894
H -0.00530 0.62550 3.66192
H 1.88170 -3.27032 3.05200
H 2.26517 -4.42046 5.18615
H 0.57421 -4.30552 6.97950
H -1.52154 -3.05900 6.62383
H -1.92454 -1.90601 4.47995
H 1.76805 -3.00238 0.62160
H 4.20338 -2.85220 0.20254
H 5.43868 -0.80922 0.81684
H 4.26713 1.05295 1.93441
H 1.88007 0.87154 2.46735
H 0.67555 1.88373 -2.46139
H -0.55090 2.27202 -4.57643
H -2.98083 2.65550 -4.53008
H -4.19535 2.61280 -2.39586
H -3.01704 2.15161 -0.28403
H 2.08913 3.04160 2.05000
H 2.84349 5.37258 2.29621
H 2.01461 7.10644 0.75090
H 0.41858 6.50451 -1.03424
H -0.34179 4.19237 -1.29159
C -5.45900 -1.53213 0.53864
O -4.14312 -1.04959 0.81383
C -3.21381 -0.98806 -0.10573
O -2.15216 -0.44099 0.19371
N -3.48820 -1.40276 -1.36617
N -2.44426 -1.43982 -2.31944
H -6.02252 -1.33993 1.45088
H -5.45049 -2.60415 0.33173
H -5.90355 -0.97924 -0.29179
H -4.20055 -2.11853 -1.47032
H -2.82253 -1.14475 -3.21915
H -2.10272 -2.40495 -2.39956
F -0.42459 -2.58504 -0.53686
B -1.17822 -3.79683 -0.12307
F -1.45511 -3.59237 1.22391
F -0.40147 -4.85236 -0.36569
F -2.33562 -3.77538 -0.85415
C 4.60384 -0.52540 -3.49061
S 4.01159 0.17802 -5.04447
C 2.30384 -0.10926 -5.09936
C 1.40538 -0.49442 -4.12597
S 1.69183 -0.81726 -2.46862
S -0.25785 -0.63249 -4.66568
C -0.04097 0.03777 -6.27662
S -1.28375 0.38674 -7.27486
S 1.63924 0.28146 -6.67472
H 5.68547 -0.44111 -3.55295
H 4.30648 -1.56623 -3.41718
H 4.22786 0.04988 -2.64937

Properties
Orbital gap (alpha / beta): 0.2856 / 0.2124 Ha
Net charge: +2
Lowest unoccupied orbital energy (alpha / beta): -5.39 / -7.99 eV
HOMO energy (alpha / beta): -13.17 / -13.77 eV
Energy above the lowest of the compared OMol25 structures with the same formula, charge and spin: 17.8 kcal per mole
Multiplicity: 5

---

C3H4BaO2 | ωB97M-V/def2-TZVPD

Cartesian coordinates (Å):
C 0.09482 -0.03379 -0.79869
C -0.44104 -1.16915 -1.07308
H -1.04459 -1.44885 0.16761
H -0.28484 -1.77764 -1.95520
O 1.17755 0.74313 -0.95481
H 1.35399 1.00179 -1.86994
C -0.92844 -0.37771 1.57943
O -0.18040 0.45053 0.93053
Ba 1.54913 2.45937 1.49596
H -1.29617 0.15232 2.47821

Properties
Orbital gap: 0.2734 Ha
Net charge: +2
Lowest unoccupied orbital energy: -9.01 eV
HOMO energy: -16.45 eV
Energy above the lowest of the compared OMol25 structures with the same formula, charge and spin: 122.6 kcal per mole

---

CH3F2PS | ωB97M-V/def2-TZVPD

Cartesian coordinates (Å):
C -1.14273 -0.47161 0.26184
F 2.30646 1.35015 -1.14768
F 1.66678 -0.13527 0.67045
P 1.06724 1.16851 -0.10783
S -0.33534 0.13139 -1.27312
H -2.20680 -0.65625 0.07783
H -0.76980 0.05831 1.20497
H -0.58581 -1.44525 0.31356

Properties
Orbital gap: 0.3649 Ha
Lowest unoccupied orbital energy: 0.46 eV
HOMO energy: -9.47 eV
Energy above the lowest of the compared OMol25 structures with the same formula, charge and spin: 0.0 kcal per mole
SMILES: CSP(F)F

---

C9H16N3OS2 | ωB97M-V/def2-TZVPD

Cartesian coordinates (Å):
C -2.14795 0.70474 -1.59943
C -3.48262 0.72899 -1.56455
C -2.26918 1.72259 0.35674
C -2.33188 -3.69780 0.76455
C 3.55810 0.63127 -0.58177
C 2.66617 -1.43832 -0.01683
C 2.15132 1.23950 -0.77438
C 1.21697 -0.83839 -0.32447
C -1.86623 2.38162 1.62754
N -1.44792 1.31766 -0.61345
N 3.72306 -0.56860 -0.18900
N 1.15276 0.55368 0.07028
O -1.62871 -1.34131 0.26327
S -3.95295 1.62925 -0.10458
S -2.85901 -2.15880 0.47515
H -1.45515 0.29511 -2.47388
H -1.31000 -4.05537 0.57594
H -3.23327 -4.36444 0.57249
H -4.15913 0.35924 -2.33244
H 4.22972 1.43403 -0.71195
H 2.53023 -1.91864 0.91801
H 2.73957 -2.23182 -0.70546
H 2.19118 2.24844 -0.65278
H 1.84146 1.18085 -1.86368
H 1.00844 -0.69843 -1.33355
H 0.48631 -1.48418 0.12435
H -1.00904 1.88348 2.04305
H -1.76417 3.57509 1.45058
H -2.62082 2.20182 2.31980
H 1.20334 0.76780 1.11422
H 0.10323 0.95105 -0.27752

Properties
Orbital gap: 0.3258 Ha
Net charge: +1
Lowest unoccupied orbital energy: -3.59 eV
HOMO energy: -12.45 eV
Energy above the lowest of the compared OMol25 structures with the same formula, charge and spin: 30.8 kcal per mole

---

C2HBrCl2F2 | ωB97M-V/def2-TZVPD

Cartesian coordinates (Å):
C 1.01313 -0.54086 0.59902
C 0.70255 0.34003 -0.33255
F -2.49366 0.10010 -0.12791
F 0.13145 -0.01312 -1.55954
Cl 1.60709 -0.18068 2.14607
Cl 0.81608 1.97834 -0.09617
Br 0.78509 -2.35789 0.27224
H -2.56173 0.67409 -0.90116

Properties
Orbital gap: 0.3690 Ha
Lowest unoccupied orbital energy: 0.57 eV
HOMO energy: -9.47 eV
Energy above the lowest of the compared OMol25 structures with the same formula, charge and spin: 28.7 kcal per mole